w:
The following is a DFT calculation (the ωB97M-V functional and the def2-TZVPD basis) of 6 unconnected molecules or ions with the total composition C2H16NO5.

Geometry (Å):
C  0.16013  0.85063  0.53346
C  -0.23585  2.05421  0.09995
N  0.60837  -0.22131  -0.39887
H  0.39015  0.59336  1.54190
H  -0.22142  2.98594  0.82452
H  -0.14561  2.28736  -0.91594
H  1.73490  -0.21583  -0.13993
H  0.17685  -1.11381  -0.20767
H  0.71078  -0.05799  -1.43330
H  -3.01387  -0.79657  -1.60144
H  -3.73233  -1.01910  -0.25979
O  -2.88894  -0.95112  -0.72942
H  -0.52717  -3.27715  -0.20657
H  -1.16282  -2.25293  0.76269
O  -0.37555  -2.49676  0.30489
H  -1.75043  0.13361  3.02178
H  -1.40205  -1.17869  3.70357
O  -1.71083  -0.80249  2.83112
H  2.69927  -1.92217  0.17564
H  3.91092  -0.94305  -0.01117
O  2.99257  -1.04114  -0.20606
H  1.98885  3.03665  -2.79315
H  0.64876  3.58262  -2.49675
O  1.14534  2.76573  -2.39946

Calculated values
Spin multiplicity: 1
Gap between HOMO and LUMO, Ha: 0.39742
E_LUMO, eV: -2.71
Total charge: +1

x:
The following is a DFT calculation (the ωB97M-V functional and the def2-TZVPD basis) of 6 unconnected molecules or ions with the total composition C2H16NO5.

Geometry (Å):
C  0.19762  1.48252  2.42405
C  0.88871  2.52580  2.02197
N  0.69913  0.12905  2.07764
H  -0.53114  1.41008  3.20890
H  0.53461  3.51373  2.27604
H  1.77707  2.52139  1.40984
H  0.04989  -0.58237  2.47579
H  0.66637  -0.01902  0.98982
H  1.66312  -0.06740  2.32193
H  0.09745  0.96556  -3.53172
H  0.60900  2.40886  -3.65736
O  0.71339  1.59759  -3.15092
H  -0.28229  -2.40686  4.14758
H  -1.17887  -2.62125  2.92106
O  -0.47758  -2.05827  3.26613
H  -0.48055  -1.68801  -2.74883
H  -0.11310  -2.75659  -1.62394
O  0.20347  -2.00357  -2.12919
H  1.13325  0.73484  -0.96173
H  0.54566  -0.69936  -1.15570
O  0.57174  0.07685  -0.53086
H  -2.64483  -1.31956  -3.93681
H  -2.46127  -0.12072  -2.96668
O  -2.18086  -1.02326  -3.14702

Calculated values
Spin multiplicity: 1
Gap between HOMO and LUMO, Ha: 0.42329
E_LUMO, eV: -2.64
Total charge: +1

Energy above the most stable structure, in hartree: w 0.0498; x 0.0000

w:
The following is a DFT calculation (the ωB97M-V functional and the def2-TZVPD basis) of C4H6N4O in the gas phase.

Geometry (Å):
C  2.29720  -0.27533  0.35861
C  0.89755  0.16957  -0.07726
N  0.84124  1.40530  -0.55806
N  -0.56924  1.58723  -0.83338
C  -1.08491  1.13457  0.35080
N  -2.35438  0.67278  0.66874
C  -2.35759  -0.52268  0.05620
N  -1.05229  -0.75439  -0.88974
O  0.06968  -0.73607  -0.03850
H  2.77876  -1.15727  -0.12881
H  2.97215  0.44502  0.07646
H  2.02992  -0.45612  1.52957
H  -0.12741  1.37667  1.05911
H  -3.25654  -1.07125  -0.17838
H  -1.08415  -1.81803  -1.39536

Calculated values
Spin multiplicity: 1
Gap between HOMO and LUMO, Ha: 0.28801
E_LUMO, eV: -0.47
Structure (SMILES): Cc1nncnc[nH]o1

x:
The following is a DFT calculation (the ωB97M-V functional and the def2-TZVPD basis) of a molecular structure, C4H6N4O.

Geometry (Å):
C  -2.11913  0.36066  0.30072
C  1.66461  -1.86138  -0.70800
C  1.68006  -0.80341  0.06649
C  -0.12365  1.85774  -0.19755
N  -2.08431  -1.03557  0.79806
N  -0.89756  -1.37791  0.88732
N  -0.74339  0.66881  0.23227
N  -0.05930  -0.41510  0.65960
O  -3.03747  1.08730  0.03353
H  2.53809  -2.44450  -0.98195
H  0.66394  -2.27308  -1.03672
H  2.22651  -0.35058  0.79257
H  -0.85444  2.65816  -0.31859
H  0.58679  2.40030  0.57892
H  0.55925  1.52857  -1.10666

Calculated values
Spin multiplicity: 1
Gap between HOMO and LUMO, Ha: 0.31254
E_LUMO, eV: -0.16

Energy above the most stable structure, in hartree: w 0.1527; x 0.0000